Density functional theory data (ωB97M-V/def2-TZVPD) for a cluster of 8 separate species, C14H48N3O8 in total in a non-equilibrium geometry.

CARTESIAN COORDINATES (ANGSTROEM)
O (-13.64965, 9.80459, 16.79393)
H (-12.74563, 9.96396, 17.07492)
H (-13.68978, 9.61978, 15.85275)
H (-14.22703, 10.55273, 16.96286)
O (-15.77713, 11.80608, 14.37782)
H (-16.61742, 11.41510, 14.12753)
H (-15.76800, 11.95533, 15.32610)
H (-15.07205, 11.24133, 14.05297)
C (-12.63802, 7.85168, 13.10672)
C (-13.58774, 9.02893, 12.93210)
O (-14.07993, 9.67565, 14.08344)
H (-11.73906, 7.97693, 13.71029)
H (-12.30756, 7.43973, 12.15320)
H (-13.22175, 7.09307, 13.62814)
H (-14.34903, 8.79305, 12.18853)
H (-12.85107, 9.70816, 12.50309)
C (-15.24790, 4.13070, 6.64129)
C (-14.24583, 5.32937, 7.09537)
C (-13.39256, 5.12301, 8.30769)
O (-12.54096, 6.14816, 8.65415)
C (-13.11646, 7.17658, 9.42832)
N (-13.30773, 5.50805, 5.94853)
H (-15.46694, 4.25485, 5.58077)
H (-16.19293, 4.11323, 7.18418)
H (-14.94536, 3.09992, 6.82583)
H (-14.80942, 6.26076, 7.15006)
H (-12.69083, 4.29637, 8.19657)
H (-13.99940, 4.80174, 9.15423)
H (-13.32958, 6.77074, 10.41725)
H (-14.03722, 7.54682, 8.97752)
H (-12.42641, 8.01636, 9.34651)
H (-12.77005, 4.66265, 5.82089)
H (-12.56587, 6.10893, 6.27820)
C (-10.35608, 10.52314, 15.19903)
C (-10.13247, 10.84887, 16.71626)
C (-10.36092, 12.33883, 17.02496)
O (-9.43950, 13.02182, 16.25343)
C (-9.36966, 14.36634, 16.44950)
N (-11.13747, 10.12422, 17.55067)
H (-10.02426, 9.51145, 14.96561)
H (-9.61580, 11.15790, 14.71205)
H (-11.27669, 10.72780, 14.65250)
H (-9.15117, 10.51623, 17.05463)
H (-9.99206, 12.53265, 18.03217)
H (-11.39047, 12.66111, 16.86918)
H (-8.54330, 14.75127, 15.85196)
H (-9.10758, 14.64257, 17.47083)
H (-10.26334, 14.86257, 16.07111)
H (-11.14495, 9.11466, 17.57958)
H (-11.01855, 10.40894, 18.51239)
C (-9.60313, 6.57948, 11.16759)
C (-9.01820, 7.94801, 10.58479)
C (-9.89889, 9.21397, 10.82339)
O (-9.26283, 10.42571, 10.48513)
C (-9.06513, 10.67807, 9.07649)
N (-7.70354, 8.18203, 11.20190)
H (-8.78610, 5.98101, 11.57059)
H (-10.38136, 5.98656, 10.68707)
H (-10.02929, 6.96513, 12.09375)
H (-8.86034, 7.72030, 9.53059)
H (-10.18046, 9.27728, 11.87449)
H (-10.88136, 9.05743, 10.37802)
H (-8.54019, 11.61626, 8.89669)
H (-10.02887, 10.66589, 8.56742)
H (-8.51183, 9.83210, 8.66870)
H (-7.27432, 8.95273, 10.71007)
H (-7.03534, 7.44425, 11.03075)
O (-15.86025, 7.55044, 15.26716)
H (-15.58183, 6.63958, 15.17200)
H (-15.27322, 8.04207, 14.69277)
O (-10.34677, 6.37110, 15.21558)
H (-10.47643, 7.12156, 14.63573)
H (-10.78059, 5.64447, 14.76832)

Properties
**Energy relative to the best compared isomer or geometry (same formula, charge and spin)**: 0.0 kJ/mol
**<S²>**: 0.755
**Kohn-Sham gap (spin up / spin down)**: 6.6011 / 2.1089 eV
**Net charge**: +2
**HOMO level (spin up / spin down)**: -12.690 / -12.688 eV
**Spin multiplicity**: 2

=====

Density functional theory data (ωB97M-V/def2-TZVPD) for a cluster of 2 separate species, C4H10NO3 in total in a non-equilibrium geometry.

CARTESIAN COORDINATES (ANGSTROEM)
O (0.55360, 0.05946, -2.21228)
C (1.18938, 0.30077, -1.17646)
O (2.39354, 0.52121, -1.00725)
C (0.27461, 0.15483, 0.18155)
C (0.91368, -0.89737, 1.07147)
C (1.40623, -0.27819, 2.43957)
N (-1.13291, -0.23217, -0.19897)
H (0.17426, 1.21669, 0.59572)
H (1.73976, -1.32175, 0.50258)
H (0.26636, -1.71005, 1.35386)
H (2.41053, -0.46728, 2.68388)
H (1.32662, 0.82627, 2.40060)
H (0.73605, -0.72202, 3.25438)
H (-1.70774, -0.59348, 0.60175)
H (-1.14708, -1.00555, -0.82428)
H (-3.01555, 1.77999, -3.90997)
H (-2.89150, 1.05055, -2.56478)
O (-3.48983, 1.31808, -3.19137)

Properties
**Energy relative to the best compared isomer or geometry (same formula, charge and spin)**: 156.3 kJ/mol
**Kohn-Sham gap**: 8.0595 eV
**Net charge**: -1
**HOMO level**: -4.069 eV

=====

Density functional theory data (ωB97M-V/def2-TZVPD) for the molecule C5H8O2.

CARTESIAN COORDINATES (ANGSTROEM)
O (2.51314, 0.25946, 0.61306)
C (1.51759, -0.47720, -0.07454)
C (0.15101, -0.02996, 0.40471)
C (-0.64131, 1.10536, -0.29727)
C (-1.93870, 0.25116, -0.24135)
C (-1.04171, -0.93967, 0.09789)
O (-1.16554, -2.13300, 0.03066)
H (3.29975, -0.28701, 0.68068)
H (1.60342, -1.55621, 0.11925)
H (1.60346, -0.32546, -1.16318)
H (0.20376, 0.13644, 1.48858)
H (-0.66956, 2.06936, 0.21455)
H (-0.30031, 1.25370, -1.32804)
H (-2.54564, 0.16211, -1.14828)
H (-2.58936, 0.51093, 0.60328)

Properties
**SMILES**: O=C1CC[C@@H]1CO
**Energy relative to the best compared isomer or geometry (same formula, charge and spin)**: 117.6 kJ/mol
**Kohn-Sham gap**: 10.4375 eV
**HOMO level**: -9.574 eV

=====

Density functional theory data (ωB97M-V/def2-TZVPD) for a structure of composition C40H70Cl2N3O3PSiTa in a non-equilibrium geometry.

CARTESIAN COORDINATES (ANGSTROEM)
C (8.04428, 0.90342, 0.51191)
C (6.92819, -0.19444, 0.66529)
C (7.39037, -1.64582, 0.20082)
C (6.63658, -2.16000, -1.08487)
C (5.93327, -3.55561, -0.89788)
C (4.90717, -3.84598, -2.06491)
C (3.77578, -4.90373, -1.66149)
C (2.37090, -4.23106, -1.88286)
C (1.18761, -4.88803, -1.04507)
C (-0.00854, -3.83747, -0.95045)
C (-0.47707, -3.46378, 0.51805)
Ta (0.38570, -1.60974, 1.54571)
C (2.59410, -2.34725, 1.36580)
C (3.55321, -1.24269, 0.73116)
C (0.60755, -0.45734, -0.43934)
C (-0.61685, -0.31745, -1.41513)
P (-0.72238, 1.36762, -2.27986)
O (-0.53891, 1.19278, -3.78965)
O (0.55751, 2.36642, -1.80671)
C (0.11066, 3.69803, -1.46630)
C (1.36884, 4.41463, -0.80904)
O (-2.18891, 2.15332, -2.07893)
C (-3.28571, 1.47824, -2.70490)
C (-4.06133, 0.51816, -1.70928)
C (0.42839, -2.51310, 3.67805)
Cl (1.71193, -1.86234, 4.82558)
C (-0.38882, -3.45475, 4.24296)
C (-1.55061, -4.10729, 3.50024)
Cl (-0.13429, -4.00761, 5.96299)
Si (-1.97118, -0.52992, 2.12807)
C (-3.41991, -1.45487, 1.28436)
C (-1.81572, 1.32287, 1.56647)
C (-2.22354, -0.40860, 4.04330)
H (8.65651, 0.88875, 1.43628)
H (7.51584, 1.88450, 0.43785)
H (8.61137, 0.68102, -0.41865)
H (6.60164, -0.27522, 1.73284)
H (6.01128, 0.11793, 0.10423)
H (7.11817, -2.33812, 1.03970)
H (8.49473, -1.60918, 0.07188)
H (5.86720, -1.41349, -1.38399)
H (7.39321, -2.21881, -1.90740)
H (5.36876, -3.64586, 0.05691)
H (6.70268, -4.37172, -0.92567)
H (4.46942, -2.88924, -2.44368)
H (5.49828, -4.25626, -2.92685)
H (3.93718, -5.30170, -0.63860)
H (3.86736, -5.69534, -2.45129)
H (2.45736, -3.16930, -1.52885)
H (2.05514, -4.16086, -2.95000)
H (1.50537, -5.16872, -0.01280)
H (0.90029, -5.80964, -1.60186)
H (0.25663, -2.99430, -1.61843)
H (-0.88602, -4.35828, -1.42661)
H (-1.60017, -3.51692, 0.51325)
H (-0.15478, -4.34793, 1.14308)
H (1.11044, -0.07479, 2.36165)
H (2.99493, -2.49924, 2.40631)
H (2.68081, -3.34193, 0.86756)
H (3.66084, -1.42555, -0.36750)
H (3.20539, -0.21130, 0.94045)
H (4.56481, -1.45284, 1.16095)
H (1.07176, 0.54277, -0.23094)
H (1.40573, -1.01382, -1.00681)
H (-0.42839, -0.98124, -2.29942)
H (-1.62123, -0.61542, -1.04780)
H (-0.70835, 3.64722, -0.71894)
H (-0.14594, 4.24848, -2.39746)
H (1.58563, 5.39461, -1.28085)
H (2.25352, 3.75165, -0.98265)
H (1.21314, 4.45304, 0.28917)
H (-3.03392, 0.92562, -3.63445)
H (-4.03004, 2.26183, -3.00270)
H (-3.70012, -0.51622, -1.93408)
H (-5.16275, 0.58920, -1.81158)
H (-3.69841, 0.79251, -0.69015)
H (-1.17938, -5.03317, 2.98484)
H (-2.10214, -3.51920, 2.74761)
H (-2.29507, -4.47462, 4.25192)
H (-3.85287, -2.23844, 1.95913)
H (-4.25630, -0.70973, 1.15521)
H (-3.19993, -1.83937, 0.26537)
H (-0.78653, 1.66372, 1.81482)
H (-1.94153, 1.40791, 0.46449)
H (-2.56520, 1.94860, 2.11155)
H (-1.38877, 0.23857, 4.40589)
H (-2.27016, -1.39884, 4.54198)
H (-3.18729, 0.12009, 4.27411)
N (-5.79161, 3.57807, -3.47132)
C (-6.97418, 3.73365, -2.86476)
C (-7.92776, 4.65734, -3.26012)
C (-7.64155, 5.47201, -4.34429)
C (-6.42177, 5.33115, -4.98805)
C (-5.53847, 4.37405, -4.51584)
H (-7.15151, 3.07670, -2.02040)
H (-8.86903, 4.73650, -2.73228)
H (-8.36061, 6.20821, -4.68391)
H (-6.16236, 5.94936, -5.83732)
H (-4.57332, 4.22358, -4.98816)
N (-9.68216, 2.28578, -0.76782)
C (-9.48230, 1.16606, -1.47626)
C (-10.49231, 0.47364, -2.12500)
C (-11.78564, 0.96194, -2.03589)
C (-12.01880, 2.11735, -1.30753)
C (-10.93984, 2.73683, -0.69853)
H (-8.45498, 0.82037, -1.51551)
H (-10.27132, -0.42506, -2.68523)
H (-12.60259, 0.44811, -2.52833)
H (-13.01531, 2.52858, -1.21443)
H (-11.07284, 3.64503, -0.12044)
N (7.29575, 2.22917, 3.17164)
C (7.12269, 1.68364, 4.38047)
C (7.49941, 2.29633, 5.56523)
C (8.09397, 3.54598, 5.49673)
C (8.28585, 4.13154, 4.25506)
C (7.86981, 3.43578, 3.13142)
H (6.65612, 0.70439, 4.38273)
H (7.33164, 1.80763, 6.51584)
H (8.40393, 4.05799, 6.40009)
H (8.74710, 5.10599, 4.16106)
H (7.99560, 3.85423, 2.13805)

Properties
**Kohn-Sham gap**: 6.1460 eV
**Net charge**: -1
**HOMO level**: -4.245 eV

=====

Density functional theory data (ωB97M-V/def2-TZVPD) for the molecule C8H12F5P in a non-equilibrium geometry.

CARTESIAN COORDINATES (ANGSTROEM)
C (-1.31184, -0.67490, -0.80750)
C (-0.35549, 0.15864, 0.08087)
C (-2.62665, -1.16176, -0.18502)
C (-3.58410, -0.03577, 0.13811)
C (-1.06372, 1.34993, 0.65375)
C (0.71783, 0.72640, -0.87247)
C (1.15545, -1.82735, 0.75334)
C (0.29242, -0.65901, 1.21536)
F (-2.42016, -1.89910, 0.93501)
F (-3.18276, -2.04708, -1.08378)
F (-4.54977, -0.29900, 1.02730)
F (-4.11877, 0.55963, -0.94757)
F (-1.15760, 1.44924, 1.97938)
P (-1.98995, 2.51105, -0.34657)
H (-1.59876, -0.08157, -1.67973)
H (-0.77640, -1.55855, -1.15744)
H (1.15995, -0.06747, -1.46660)
H (1.50226, 1.22081, -0.30494)
H (0.26710, 1.45241, -1.54968)
H (0.57418, -2.55909, 0.19965)
H (1.57105, -2.32738, 1.62370)
H (1.98277, -1.49133, 0.13375)
H (0.91514, 0.02172, 1.80034)
H (-0.48653, -1.03397, 1.87911)
H (-1.02276, 3.53574, -0.38267)
H (-2.63603, 3.10386, 0.73251)

Properties
**Energy relative to the best compared isomer or geometry (same formula, charge and spin)**: 151.7 kJ/mol
**Kohn-Sham gap (spin up / spin down)**: 7.2988 / 9.6109 eV
**HOMO level (spin up / spin down)**: -7.830 / -9.412 eV

=====

Density functional theory data (ωB97M-V/def2-TZVPD) for a structure of composition C7H28Cs2N14O11S in a non-equilibrium geometry.

CARTESIAN COORDINATES (ANGSTROEM)
Cs (10.20396, -4.50732, 24.35048)
Cs (6.28534, 0.52355, 20.57615)
S (9.17537, -1.45216, 22.53117)
O (10.31941, -1.12592, 21.67186)
O (8.17540, -0.37542, 22.48473)
O (8.57009, -2.66527, 21.99885)
O (9.70991, -1.62436, 23.87587)
C (8.46592, -2.14627, 27.00215)
O (9.44596, -2.90004, 26.86690)
N (7.65814, -1.97916, 28.07398)
N (8.12975, -1.33884, 25.97980)
H (7.69185, -2.74805, 28.72164)
H (7.04041, -1.19353, 28.08393)
H (8.74492, -1.26841, 25.18244)
H (7.25525, -0.85089, 25.92251)
C (13.72294, -1.98337, 21.93879)
O (14.85004, -2.46489, 22.02537)
N (12.58731, -2.72718, 22.10306)
N (13.48236, -0.67632, 21.65387)
H (12.79071, -3.71144, 22.13529)
H (11.76653, -2.30773, 21.72711)
H (14.21653, 0.00356, 21.62050)
H (12.51469, -0.42908, 21.73794)
C (9.68657, 1.04454, 18.91178)
O (9.31378, 1.81112, 18.01324)
N (10.60503, 1.45166, 19.81889)
N (9.31170, -0.22604, 19.10874)
H (11.19202, 2.25729, 19.72047)
H (10.75262, 0.84849, 20.61183)
H (8.50196, -0.55492, 18.62159)
H (9.75640, -0.68022, 19.88521)
C (12.60460, -0.09455, 25.51882)
O (13.55670, 0.47989, 26.03674)
N (12.07789, -1.23223, 26.05135)
N (11.85319, 0.44819, 24.53377)
H (11.26845, -1.78018, 25.78408)
H (12.50403, -1.49690, 26.92353)
H (12.02488, 1.39498, 24.25052)
H (10.96797, 0.03427, 24.31765)
C (10.39848, -4.44373, 19.36069)
O (10.77092, -5.29176, 18.54645)
N (10.84433, -3.15178, 19.24890)
N (9.62812, -4.73624, 20.40366)
H (10.56576, -2.47108, 19.92032)
H (11.40338, -2.91574, 18.45049)
H (9.16160, -4.03670, 20.95771)
H (9.61248, -5.72623, 20.58413)
C (5.15159, -2.23181, 23.53357)
O (4.08358, -2.59788, 24.01707)
N (5.83035, -3.03856, 22.68813)
N (5.67766, -0.97344, 23.68642)
H (5.63401, -4.01236, 22.55071)
H (6.79418, -2.79586, 22.51102)
H (6.66638, -0.83490, 23.49074)
H (5.21489, -0.45206, 24.41392)
C (8.92944, 2.50999, 24.01440)
O (9.28759, 3.59949, 24.47521)
N (7.86953, 1.82019, 24.45828)
N (9.40842, 1.92266, 22.91608)
H (7.61309, 1.09627, 23.80025)
H (7.33294, 2.12785, 25.24717)
H (9.10218, 0.99626, 22.63244)
H (10.21514, 2.45855, 22.62592)

Properties
**Energy relative to the best compared isomer or geometry (same formula, charge and spin)**: 0.0 kJ/mol
**Kohn-Sham gap**: 8.3193 eV
**HOMO level**: -9.291 eV